(1)
C3H9N | ωB97M-V with the def2-TZVPD basis set

Last column: Löwdin charge in e.
Geometry (Å):
C: 0.0472 -1.1765 0.5276  -0.15
C: -0.9084 0.9673 0.5061  -0.15
C: 0.8037 0.2154 -1.1420  -0.15
H: -0.6575 -1.3706 1.2620  0.04
H: 0.9925 -0.9338 1.0867  0.09
H: 0.1121 -2.0930 -0.1600  0.11
H: -1.8876 0.7035 1.0152  0.09
H: -1.1497 1.9313 0.0106  0.08
H: -0.2991 1.1791 1.4492  0.09
H: 0.9959 -0.7835 -1.5810  0.07
H: 0.6089 0.8228 -2.0409  0.07
H: 1.7398 0.6318 -0.5641  0.11
N: -0.3977 -0.0938 -0.3694  -0.31

Summary:
frontier orbital gap	10.084	eV
E_LUMO	1.2	eV
SMILES	CN(C)C
total charge	0

---

(2)
C3H9N | ωB97M-V with the def2-TZVPD basis set

Last column: Löwdin charge in e.
Geometry (Å):
C: -0.5321 1.1667 -0.5483  -0.13
C: 1.3037 -0.1332 -0.1193  -0.17
C: -0.7988 -1.0015 0.5828  -0.11
H: -0.1694 1.4261 -1.5732  0.09
H: -0.1031 1.8940 0.2893  0.13
H: -1.5580 1.1472 -0.7937  0.05
H: 1.8483 0.2346 -0.9428  0.07
H: 1.6945 -1.1360 0.1440  0.10
H: 1.3257 0.4578 0.7713  0.06
H: -1.8813 -0.9206 0.4676  0.06
H: -0.5242 -2.1328 0.5427  0.10
H: -0.5512 -0.7854 1.6647  0.08
N: -0.0541 -0.2168 -0.4850  -0.33

Summary:
frontier orbital gap	10.013	eV
E_LUMO	1.2	eV
SMILES	CN(C)C
total charge	0

---

(3)
C3H9N | ωB97M-V with the def2-TZVPD basis set

Last column: Löwdin charge in e.
Geometry (Å):
C: -0.0504 0.4916 -0.7871  -0.30
C: -0.3222 -0.4750 0.3952  -0.27
C: 0.0446 0.1220 1.7317  -0.13
N: 0.3460 -0.1384 -2.0457  -0.02
H: 0.7978 1.1319 -0.5095  0.10
H: -0.9130 1.1310 -0.9709  0.10
H: 0.1776 -1.3985 0.1069  0.09
H: -1.3935 -0.7100 0.3991  0.10
H: -0.6290 0.9318 1.9900  0.07
H: 1.0446 0.5654 1.7572  0.07
H: -0.0380 -0.5856 2.5529  0.07
H: 1.3039 -0.4298 -2.0719  0.06
H: -0.3684 -0.6364 -2.5479  0.06

Summary:
frontier orbital gap	10.021	eV
E_LUMO	1.3	eV
SMILES	CCCN
total charge	0

---

(4)
C3H9N | ωB97M-V with the def2-TZVPD basis set

Last column: Löwdin charge in e.
Geometry (Å):
C: -2.4491 -0.1962 1.5396  -0.06
H: -2.3209 -0.8781 0.7025  0.01
H: -3.3954 -0.3314 2.0538  0.01
H: -2.3652 0.8180 1.1563  0.02
H: -1.6589 -0.3928 2.2626  0.01
C: 2.1455 -0.3965 -0.4366  -0.04
C: 0.8670 -0.0922 -0.2354  -0.31
N: 0.1042 0.7036 -1.0893  0.03
H: 2.8367 -0.0960 -1.2174  0.04
H: 2.7464 -0.7824 0.3865  0.04
H: 0.4257 -0.5290 0.6417  0.08
H: 0.5321 1.0119 -1.9525  0.08
H: -0.7782 0.2643 -1.3316  0.07

Summary:
frontier orbital gap	9.591	eV
E_LUMO	1.1	eV
SMILES	C=CN.C
total charge	0

---

(5)
C3H9N | ωB97M-V with the def2-TZVPD basis set

Last column: Löwdin charge in e.
Geometry (Å):
C: 1.4837 0.4463 1.1947  -0.23
C: -0.3986 -0.3200 -1.4838  -0.08
C: -1.7378 -0.3589 -1.2348  -0.11
H: -0.3297 -0.4908 1.3942  0.11
H: -0.4126 1.0906 0.7330  0.13
H: 2.2024 0.8951 0.4769  0.08
H: 1.5839 1.0235 2.0605  0.03
H: 1.8947 -0.6032 1.5610  0.12
H: -0.2576 -1.2685 -2.1915  0.09
H: 0.3249 0.2375 -0.9137  0.00
H: -2.3763 -1.0721 -1.8271  0.06
H: -2.1493 0.2323 -0.5642  -0.04
N: 0.1724 0.1881 0.7948  -0.17

Summary:
frontier orbital gap	9.304	eV
E_LUMO	1.0	eV
SMILES	C=C.CN
total charge	0

---

(6)
C3H9N2 | ωB97M-V with the def2-TZVPD basis set

Last column: Löwdin charge in e.
Geometry (Å):
C: 0.7680 1.3406 0.1000  -0.15
C: 0.3375 1.7942 -1.0699  0.09
C: 1.0810 -0.4489 1.6410  0.18
N: 0.4443 0.0384 0.6248  0.03
H: 1.4213 1.8890 0.7471  0.11
H: -0.4309 1.1759 -1.6509  0.10
H: 0.6963 2.7236 -1.5651  0.10
H: 0.8053 -1.3344 2.1582  0.11
H: 1.7738 0.2584 2.0873  0.11
H: -0.2429 -0.5757 0.0871  0.08
N: -1.4210 -1.5287 -0.6642  0.03
H: -2.3623 -1.1444 -0.5290  0.07
H: -1.3939 -1.7135 -1.6777  0.07
H: -1.4765 -2.4747 -0.2887  0.06

Summary:
frontier orbital gap	9.755	eV
E_LUMO	-5.0	eV
total charge	+1

---

(7)
C3H9N2 | ωB97M-V with the def2-TZVPD basis set

Last column: Löwdin charge in e.
Geometry (Å):
C: -0.9944 -0.4649 0.2187  -0.12
C: 0.0971 0.1707 1.0802  -0.22
C: 0.0976 -0.3013 -0.8088  -0.20
N: 0.7494 -0.3207 2.0824  0.13
N: 0.0636 0.7487 -1.7891  0.17
H: -1.0575 -1.5749 0.5529  0.15
H: -1.9997 -0.0689 0.2175  0.11
H: 0.0669 1.2354 0.9011  0.12
H: 0.4968 -1.1813 -1.2345  0.11
H: 0.6176 -1.2326 2.4583  0.12
H: 1.6610 -0.0445 2.3748  0.12
H: 0.9995 0.9462 -2.1380  0.17
H: -0.2685 1.5927 -1.3322  0.17
H: -0.5294 0.4954 -2.5835  0.18

Summary:
frontier orbital gap	8.847	eV
E_LUMO	-3.4	eV
total charge	+1

---

(8)
C3H9N2 | ωB97M-V with the def2-TZVPD basis set

Last column: Löwdin charge in e.
Geometry (Å):
C: 5.9181 -1.8136 -0.8971  0.37
C: 6.0522 -0.6529 -0.1259  -0.37
C: 7.4237 -0.0148 -0.0238  -0.22
N: 7.3497 1.2794 0.5344  0.10
N: 5.0763 -0.0928 0.5099  0.28
H: 4.9449 -2.2514 -1.1043  0.12
H: 6.7830 -2.2666 -1.3732  0.12
H: 7.9999 -0.6888 0.6306  0.15
H: -38.8451 2.1114 0.8567  0.00
H: 6.4330 1.5612 0.8751  0.09
H: 7.9124 -0.0158 -1.0093  0.14
H: 4.1991 -0.6205 0.4692  0.11
H: 7.8251 2.0142 0.0363  0.11
H: -39.0725 1.4510 0.6215  0.00

Summary:
frontier orbital gap	5.455	eV
E_LUMO	-8.7	eV
total charge	+1

---

(9)
C3H9N2O | ωB97M-V with the def2-TZVPD basis set

Last column: Löwdin charge in e.
Geometry (Å):
C: -1.7093 0.1018 0.2499  -0.18
C: 1.2761 -1.1183 -0.1792  -0.21
C: -0.6438 0.9146 -0.4281  -0.31
N: 0.8653 -0.3209 0.8978  -0.15
N: 0.5876 1.0785 0.4674  -0.34
O: 1.6096 1.6535 -0.2510  -0.41
H: -1.8657 0.2788 1.3253  0.06
H: -2.5796 0.2366 -0.4406  0.06
H: -1.4557 -0.9882 0.2500  0.04
H: 0.3637 -1.7796 -0.4127  0.07
H: 1.4615 -0.3472 -0.9791  0.07
H: 2.0492 -1.7884 -0.0826  0.02
H: -0.5297 0.4815 -1.4943  0.11
H: -1.0492 1.9293 -0.4673  0.09
H: 1.6201 -0.3321 1.5445  0.07

Summary:
frontier orbital gap	6.073	eV
E_LUMO	4.4	eV
SMILES	CCN([O-])NC
total charge	-1

---

(10)
C3H9N2O | ωB97M-V with the def2-TZVPD basis set

Last column: Löwdin charge in e.
Geometry (Å):
C: -0.2206 -3.4974 0.5854  -0.21
N: -0.8994 -2.8135 1.4069  -0.02
H: -0.1488 -4.5766 0.7258  0.02
H: 0.3091 -3.0174 -0.2373  0.04
H: -0.5993 -1.8156 1.2442  0.00
C: -0.4323 0.6619 0.1261  -0.50
O: -0.0377 -0.6455 -0.0423  -0.39
C: 0.5084 1.5495 -0.6959  -0.32
N: 0.2489 2.9977 -0.6628  -0.04
H: -1.4645 0.8052 -0.2683  0.08
H: -0.4218 0.9642 1.1948  0.08
H: 1.5413 1.2973 -0.4262  0.09
H: 0.3614 1.1770 -1.7108  0.09
H: 0.5218 3.4650 0.1880  0.04
H: 0.7336 3.4481 -1.4276  0.03

Summary:
frontier orbital gap	6.949	eV
E_LUMO	4.2	eV
total charge	-1

---

(11)
C3H9N2O | ωB97M-V with the def2-TZVPD basis set

Last column: Löwdin charge in e.
Geometry (Å):
C: -2.1046 0.6517 0.2707  -0.25
C: 3.6012 -0.1909 0.5383  0.18
C: -0.6947 0.4692 -0.2668  -0.18
N: 2.4932 -0.0265 -0.2194  0.16
N: -2.9744 -0.4384 -0.0462  0.01
O: 0.2376 1.0349 0.2270  0.06
H: -2.1040 1.0393 1.3186  0.14
H: -2.3698 1.6623 -0.2041  0.15
H: 4.6268 -0.2547 0.1930  0.11
H: 3.6148 0.0515 1.5860  0.10
H: -0.7847 -0.1794 -1.1907  0.16
H: 2.7558 -0.0971 -1.2180  0.14
H: -4.0026 -0.3151 0.1258  0.12
H: -2.9302 -0.5724 -0.9953  0.03
H: 1.5334 0.5275 -0.0752  0.07

Summary:
frontier orbital gap	7.591	eV
E_LUMO	-5.4	eV
total charge	+1

---

(12)
C3H9N2O | ωB97M-V with the def2-TZVPD basis set

Last column: Löwdin charge in e.
Geometry (Å):
N: 0.6931 -0.9534 1.9017  0.12
C: 0.7061 -0.9297 0.3468  -0.02
C: 0.1014 0.4587 -0.0055  -0.40
N: -0.5709 0.7159 -1.1539  0.06
C: -1.0573 -0.2194 -2.1414  -0.06
O: 0.2368 1.3746 0.8696  0.01
H: 0.6932 0.1530 2.0010  0.15
H: -0.3337 -0.9582 2.2314  0.19
H: 1.2800 -1.3238 2.6946  0.19
H: -0.0440 -1.6807 0.0442  0.11
H: 1.7657 -1.2994 0.0765  0.18
H: -0.9668 1.6745 -1.1455  0.18
H: -2.0655 -0.3125 -2.2528  0.05
H: -0.6952 -0.1450 -3.2078  0.12
H: -0.8844 -1.2998 -1.8321  0.10

Summary:
frontier orbital gap	10.755	eV
E_LUMO	-3.7	eV
SMILES	CNC(=O)C[NH3+]
total charge	+1

---

(13)
C3H9N2O | ωB97M-V with the def2-TZVPD basis set

Last column: Löwdin charge in e.
Geometry (Å):
C: 1.6420 -1.5483 -0.8682  0.14
C: -1.0071 1.6961 0.5280  0.06
C: -0.5465 -1.7468 0.0294  0.02
N: 0.6094 -0.9686 -0.3836  -0.34
N: -0.2871 2.7597 0.5128  0.17
O: 0.5651 0.3013 -0.2003  -0.13
H: 2.4987 -0.9522 -1.1347  0.11
H: 1.6573 -2.6127 -1.0096  0.11
H: -1.1128 1.1321 1.4448  0.12
H: -1.6585 1.4765 -0.3040  0.12
H: -1.4477 -1.1404 -0.0479  0.09
H: -0.6450 -2.6404 -0.5825  0.11
H: -0.4200 -2.0507 1.0697  0.11
H: 0.3563 2.9662 1.2698  0.15
H: -0.2044 3.3281 -0.3236  0.15

Summary:
frontier orbital gap	9.515	eV
E_LUMO	-3.9	eV
total charge	+1

---

(14)
C3H9N2O | ωB97M-V with the def2-TZVPD basis set

Last column: Löwdin charge in e.
Geometry (Å):
C: -1.8936 -0.2584 -0.2924  0.04
C: 1.6140 1.2570 -0.2090  0.00
C: 0.6681 -1.6040 0.0142  -0.06
N: 0.4643 0.6846 0.5793  -0.06
N: 0.0176 -0.5007 0.6038  -0.05
O: -2.5920 0.7826 -0.0215  0.02
H: -2.5168 -1.1180 -0.1374  0.06
H: 2.3410 0.4140 -0.6269  0.12
H: 1.0847 1.6112 -1.1735  0.12
H: 2.2030 2.0843 0.2781  0.11
H: 0.5174 -1.4101 -0.9883  0.07
H: 0.1507 -2.6195 0.2560  0.15
H: 1.6625 -1.5063 0.3735  0.09
H: -0.1102 1.3487 1.1526  0.19
H: -3.6106 0.8347 0.1916  0.20

Summary:
frontier orbital gap (alpha / beta)	7.899 / 7.900	eV
E_LUMO (alpha / beta)	-5.1 / -5.1	eV
total charge	+1

---

(15)
C3H9N2O | ωB97M-V with the def2-TZVPD basis set

Last column: Löwdin charge in e.
Geometry (Å):
C: 2.1720 -0.9990 0.0781  -0.11
C: 1.2538 1.0870 -0.1464  -0.16
C: 0.9056 -1.2184 -0.2761  -0.02
N: -2.2502 0.0333 -0.0686  0.24
N: 2.4662 0.3049 0.0738  0.04
O: 0.2909 0.1111 -0.4049  -0.15
H: 2.7732 -1.8475 0.2065  0.13
H: -1.0512 -0.0257 -0.2427  0.12
H: 1.0832 1.5874 0.8163  0.13
H: 1.1035 1.8880 -0.9802  0.17
H: 0.2546 -1.9829 -0.1391  0.08
H: -2.6721 -0.5165 0.6688  0.13
H: -2.6129 0.8888 0.3142  0.13
H: -2.5334 -0.3700 -0.9419  0.13
H: 3.4091 0.6068 -0.1686  0.16

Summary:
frontier orbital gap	8.292	eV
E_LUMO	-3.4	eV
total charge	+1

---

(16)
C3H9N2O | ωB97M-V with the def2-TZVPD basis set

Last column: Löwdin charge in e.
Geometry (Å):
C: 0.2818 -0.9696 0.0093  0.15
C: -2.4853 -0.2633 0.0581  -0.03
C: 1.6281 -0.4692 -0.2068  -0.19
N: -1.1352 0.1217 -0.0432  -0.20
N: 1.7360 0.9719 0.1561  0.17
O: -0.8008 1.3325 -0.1857  -0.07
H: -0.0484 -1.9720 0.1566  0.09
H: -2.6064 -1.2343 0.5287  0.10
H: -2.9226 -0.2810 -0.9493  0.12
H: -3.0085 0.5200 0.6215  0.12
H: 1.9337 -0.5925 -1.2551  0.15
H: 2.3088 -1.0840 0.4000  0.15
H: 0.7360 1.3790 -0.0615  0.11
H: 2.4646 1.4441 -0.3842  0.17
H: 1.9182 1.0965 1.1555  0.17

Summary:
frontier orbital gap (alpha / beta)	9.619 / 8.242	eV
E_LUMO (alpha / beta)	-3.9 / -4.7	eV
SMILES	C/[N+]([O-])=C/C[NH3+]
total charge	+1

---

(17)
C3H9N2O2 | ωB97M-V with the def2-TZVPD basis set

Last column: Löwdin charge in e.
Geometry (Å):
C: 0.6034 -0.2904 -2.8756  0.02
C: -1.4842 0.3259 1.7635  0.02
C: 1.1574 -0.5980 -1.6853  -0.10
N: -0.4606 0.3493 0.8792  -0.27
N: 0.7067 0.1097 1.1374  0.16
O: 0.6984 -0.0926 2.4533  0.09
O: -0.8128 0.7650 -0.2824  0.09
H: -0.5075 -0.6241 -2.9512  0.12
H: 1.5807 -0.2797 2.7077  0.13
H: 0.9429 0.3395 -3.5702  0.03
H: -1.7048 -0.6710 2.1726  0.14
H: -2.4405 0.6720 1.1700  0.18
H: -1.2850 0.8842 2.6740  0.13
H: 2.1850 -0.3799 -1.6426  0.06
H: 0.7771 -1.2958 -1.0127  0.04
H: 0.0440 0.7858 -0.9377  0.17

Summary:
frontier orbital gap	9.641	eV
E_LUMO	-5.0	eV
total charge	+1